Computed, not measured: a molecular structure, C31H38N7O5RhS in a non-equilibrium geometry, with ωB97M-V with the def2-TZVPD basis set.

Calculated values
- Spin multiplicity: 6
- Total charge: +1
- Gap between HOMO and LUMO (spin up / spin down): 6.414 / 4.484 eV
- Energy: -2471.954334 Ha
- LUMO energy (spin up / spin down): -0.07994 / -0.20945 Eh
- ⟨S²⟩: 8.7983
- Max |F|: 1.1 eV/A

Last column: Mulliken spin population.
Atoms and positions in Å:
Rh (-0.08134, 0.30569, 0.21609)  2.45
N (3.32876, 0.51646, 7.26007)  0.00
C (2.41911, 0.28713, 6.26349)  0.00
C (1.08470, 0.00080, 6.56843)  0.00
C (0.16520, -0.22898, 5.56280)  0.00
C (0.56367, -0.17189, 4.23516)  0.01
C (1.88541, 0.11639, 3.91480)  0.01
C (2.80668, 0.34222, 4.91589)  -0.01
S (-0.63805, -0.39378, 2.98318)  -0.02
O (-1.84306, -0.89345, 3.57867)  0.01
O (-0.75729, 0.92700, 2.30729)  0.08
N (0.10026, -1.40719, 1.97628)  0.15
C (-0.70829, -2.07206, 1.07177)  -0.03
N (-0.40996, -3.33431, 0.75972)  0.00
C (-1.17948, -3.91019, -0.14997)  0.01
C (-2.24772, -3.27247, -0.77178)  0.01
C (-2.44362, -1.95468, -0.43145)  0.00
N (-1.68837, -1.34793, 0.48377)  0.07
H (3.07037, 0.39488, 8.22115)  0.00
H (4.30298, 0.62067, 7.05052)  0.00
H (0.77435, -0.05137, 7.60459)  0.00
H (-0.86384, -0.46456, 5.79652)  0.00
H (2.19105, 0.15135, 2.87670)  0.00
H (3.84017, 0.55467, 4.66661)  0.00
H (-0.92883, -4.93650, -0.39699)  0.00
H (-2.86732, -3.77285, -1.49998)  0.00
H (-3.21594, -1.35214, -0.89429)  0.00
C (3.37827, 8.19245, 1.99598)  -0.01
C (2.83997, 6.82052, 1.73505)  0.28
C (2.67748, 6.29884, 0.49526)  0.06
C (2.16385, 4.98328, 0.26076)  0.36
C (2.01109, 4.52863, -1.14386)  -0.07
C (1.81165, 4.10636, 1.39918)  0.22
C (1.32794, 2.78649, 1.28347)  0.37
O (1.07574, 2.18749, 0.18537)  0.31
C (1.93999, 4.66092, 2.68573)  0.01
C (1.54958, 3.91450, 3.92536)  0.03
C (2.43871, 5.96742, 2.82565)  0.32
H (3.63714, 8.69145, 1.06440)  0.00
H (4.27479, 8.15393, 2.61875)  0.02
H (2.64791, 8.81291, 2.52016)  0.02
H (2.93902, 6.89936, -0.36875)  0.00
H (2.29682, 5.31158, -1.84307)  0.01
H (0.98438, 4.21196, -1.34249)  0.04
H (2.62334, 3.63906, -1.32356)  0.04
H (1.13783, 2.25488, 2.21276)  0.12
H (0.52897, 3.53550, 3.85146)  0.00
H (1.62198, 4.55219, 4.80383)  0.00
H (2.19264, 3.04424, 4.08401)  -0.01
H (2.51707, 6.35618, 3.83608)  -0.02
O (1.65375, -0.87140, -0.55273)  0.06
N (2.82625, -0.55158, -0.05194)  -0.01
C (3.49256, 0.52777, -0.49732)  0.03
C (4.72582, 0.84563, 0.02832)  -0.01
C (5.27715, 0.04913, 1.02128)  0.02
C (4.56740, -1.05563, 1.46298)  -0.01
C (3.33594, -1.34112, 0.91170)  0.01
H (2.97713, 1.08966, -1.26042)  0.00
H (5.24914, 1.71211, -0.34959)  0.00
H (6.24479, 0.28589, 1.44062)  0.00
H (4.95679, -1.70662, 2.23236)  0.00
H (2.69688, -2.16648, 1.19315)  0.00
C (0.75133, -1.12773, -3.81021)  0.00
N (0.03988, 0.12164, -4.02729)  0.00
C (0.03539, 0.62571, -5.39390)  0.00
C (-0.32883, 2.09419, -5.41597)  0.00
C (-1.62376, 2.27474, -4.65375)  0.00
N (-1.48196, 1.73864, -3.30692)  0.00
C (-2.37202, 2.27398, -2.29269)  0.00
C (-0.74517, 0.62765, -3.04573)  0.02
O (-0.78657, 0.08271, -1.92372)  0.06
H (1.79248, -1.00697, -4.11456)  0.00
H (0.30930, -1.92881, -4.40865)  0.00
H (0.71607, -1.39619, -2.76010)  0.00
H (-0.67017, 0.04888, -6.00293)  0.00
H (1.03023, 0.46279, -5.81064)  0.00
H (-0.43918, 2.43918, -6.44323)  0.00
H (0.46019, 2.68054, -4.93980)  0.00
H (-2.44435, 1.77166, -5.17853)  0.00
H (-1.89024, 3.32811, -4.56825)  0.00
H (-2.32378, 3.36284, -2.31626)  0.00
H (-2.07270, 1.92721, -1.30897)  0.00
H (-3.40744, 1.96862, -2.46604)  0.00